No. 1
Here is a cluster of 3 separate species, C11H21Br2N2O2 in total from the Open Molecules 2025 dataset. Energies are from ωB97M-V/def2-TZVPD.

The LUMO energy comes out at 2.75 eV.

```
! RIJCOSX wB97M-V def2-TZVPD def2/J DEFGRID3
* xyz -1 1
N 3.42181 1.75421 3.91988
H 2.15217 0.79448 0.53152
C -2.61705 -1.55918 1.59102
O 4.13355 3.82850 3.43060
C -4.85039 -0.16806 -5.49139
C 5.72636 2.37883 4.46754
H 3.34011 -0.31094 3.63452
H -5.39218 -1.08068 -5.23985
H -2.91564 -0.34550 -0.15373
H 5.64268 2.11195 5.52176
Br -0.48793 -1.82458 -1.30061
H 1.67902 -0.22848 -0.79370
O -3.60207 1.02137 -3.83829
C 1.59030 -0.09807 0.27501
C 4.36684 2.72437 3.89428
H -2.25520 -2.49543 1.15058
C -0.92080 -0.51771 0.23101
H 2.80752 0.24640 5.22705
H 2.53060 2.01962 3.52607
H -2.65083 -3.00831 -4.65169
C -2.67590 -2.14348 -5.31765
H -1.77020 -2.15488 -5.92817
C -2.22745 -0.37326 0.69210
H -2.19715 -1.46985 2.59122
N -2.72454 -0.92770 -4.53404
C -3.68137 0.03707 -4.54802
H 2.03012 -0.93558 0.81031
H -5.52427 0.67663 -5.39212
H 6.36958 3.24821 4.37714
H -4.50604 -0.22337 -6.52518
H 4.53309 0.22124 4.83079
C 3.54026 0.40435 4.43390
Br -0.00321 1.35858 2.14010
C 0.16644 0.09092 0.70703
H -3.53909 -2.22563 -5.96936
H 6.17589 1.55080 3.91834
H -1.96603 -0.75238 -3.88886
H -3.69899 -1.62447 1.67090
*
```

No. 2
Here is a structure of composition C11H21CaF3N4NaO10S3 from the Open Molecules 2025 dataset. Energies are from ωB97M-V/def2-TZVPD.

The LUMO energy comes out at -6.69 eV.

```
! RIJCOSX wB97M-V def2-TZVPD def2/J DEFGRID3
* xyz 1 1
Na 1.48946 3.19943 -0.55393
O 0.66405 -5.47356 1.50728
O -0.52487 3.26703 0.81179
H -1.73512 -0.89027 -4.73338
H -2.32042 0.64709 -4.20920
H 1.51302 -2.02758 -2.43743
H 0.00388 0.12556 2.92414
S 4.01578 2.37519 4.70642
H -1.38625 -2.77234 0.03052
H -0.22358 1.49379 -3.91283
H 0.85680 0.64524 -2.10248
C 0.14194 -1.57340 -0.91006
C -0.15586 0.40741 -4.02245
H 1.80037 -0.06760 -3.34300
O 3.40967 1.37059 5.49338
H -1.11731 4.04129 0.93066
F 4.57157 1.58315 1.87635
C -4.37611 0.13644 -0.82514
N -1.53156 1.51588 -1.10486
O 2.49631 0.65950 2.62362
N -0.25499 -5.16633 0.72889
O -1.39127 -1.93621 2.27585
H 0.27832 0.25670 -5.00731
O 2.52466 2.56295 1.12634
C -1.33654 -1.91351 -0.64516
C -0.67657 0.55364 2.19783
C 0.55656 -1.51315 -2.39208
H 0.37257 3.55197 0.56878
O -1.44708 -5.24712 1.08358
N 3.16630 2.94225 3.50126
O -3.11220 -0.26883 2.45067
H -0.12949 -2.07574 -3.02081
F 4.03971 3.59896 5.61376
C -1.82973 0.50902 -0.62574
C 0.80258 -0.08093 -2.91382
H -1.81451 -2.24592 -1.56279
N -4.87901 1.03209 -1.32488
H -0.94623 2.55847 0.12584
C -3.70141 -1.02015 -0.24486
C -2.16211 -0.78343 -0.01133
H -1.84887 -0.60693 -3.02460
C -1.59563 -0.12724 -3.96696
F 3.42376 1.47755 -2.04280
H -4.20630 -1.28022 0.68388
H -1.20524 1.38142 2.66282
O 0.01691 -4.73663 -0.42445
Ca 6.00727 0.49312 3.31302
H 0.42907 -0.66131 -0.37154
O 5.45682 2.17339 4.42317
S -1.88979 -0.68303 1.81182
H -3.84471 -1.84693 -0.93673
S 3.00150 1.94455 2.31601
H -0.11153 0.86723 1.32644
H 0.71542 -2.37255 -0.44351
*
```

no.,strongest force on any atom (eV/Å),HOMO-LUMO gap (eV)
1,3.16,5.22
2,4.64,1.38